1.
Molecular formula: C2H24N2O9
Method: DFT, ωB97M-V with the def2-TZVPD basis set

The geometry in ORCA input format:
```
! wB97M-V def2-TZVPD RIJCOSX def2/J DEFGRID3
* xyz 0 1
C 2.081 2.081 -1.939
N 1.917 1.010 -0.923
C 1.852 1.234 0.425
N 2.341 0.396 1.261
H 1.793 1.657 -2.915
H 1.300 2.830 -1.738
H 3.106 2.395 -1.891
H 2.249 0.070 -1.183
H 1.419 2.231 0.654
H 2.415 0.801 2.196
H -1.607 -2.183 1.929
H -2.068 -3.234 0.894
O -2.430 -2.611 1.536
H -1.321 0.089 -2.993
H -0.821 -1.132 -3.752
O -1.083 -0.197 -3.888
H -3.647 -0.169 1.886
H -3.273 -1.253 0.898
O -3.492 -0.271 0.909
H 1.278 -2.635 -0.820
H 0.629 -4.093 -0.653
O 0.484 -3.195 -0.952
H -0.837 2.053 -0.144
H -1.806 3.087 0.271
O -0.895 2.803 0.466
H -0.540 2.283 3.058
H 0.013 0.872 2.874
O 0.118 1.670 3.414
H -2.761 0.397 -0.320
H -3.168 1.150 -1.603
O -2.415 1.031 -1.001
H 0.784 -1.723 1.794
H -0.235 -0.957 0.902
O -0.119 -1.359 1.778
H 2.476 -1.099 0.247
H 3.539 -2.248 -0.231
O 2.724 -1.781 -0.444
*
```

Summary:
* LUMO energy: 0.0091 Ha
* energy above the lowest of the compared OMol25 structures with the same formula, charge and spin: 0.0 kJ/mol
* highest occupied orbital energy: -0.3400 hartree
* HOMO-LUMO gap: 9.5 eV
* SMILES string: [H]/N=C/NC.O.O.O.O.O.O.O.O.O

Formally, the Löwdin partial charges of the atoms, in units of the elementary charge, are as follows: C -0.053; N -0.059; C -0.305; N 0.049; H 0.087; H 0.083; H 0.072; H 0.100; H 0.127; H 0.064; H 0.035; H 0.053; O -0.088; H -0.003; H 0.045; O -0.079; H 0.096; H 0.036; O -0.096; H -0.025; H 0.027; O -0.087; H -0.004; H 0.047; O -0.086; H 0.025; H -0.002; O -0.071; H -0.014; H 0.062; O -0.092; H 0.066; H 0.063; O -0.053; H 0.001; H 0.071; O -0.095



2.
Molecular formula: C4H3Cl3N2
Method: DFT, ωB97M-V with the def2-TZVPD basis set

The geometry in ORCA input format:
```
! wB97M-V def2-TZVPD RIJCOSX def2/J DEFGRID3
* xyz 0 1
C 0.188 1.075 -0.499
C 0.401 -0.187 0.151
C -0.464 2.089 -0.006
C -1.884 -0.609 0.298
N -0.584 -0.926 0.460
N -2.508 -0.741 -0.764
Cl -0.722 3.566 -0.731
Cl -1.050 1.999 1.587
Cl -4.140 -0.662 -0.698
H 0.519 1.033 -1.589
H 1.362 -0.541 0.497
H -2.194 -0.445 1.330
*
```

Summary:
* LUMO energy: 0.0126 Ha
* energy above the lowest of the compared OMol25 structures with the same formula, charge and spin: 99.6 kJ/mol
* highest occupied orbital energy: -0.3518 hartree
* HOMO-LUMO gap: 9.9 eV
* SMILES string: Cl/N=C/N=C\C=C(Cl)Cl

Formally, the Löwdin partial charges of the atoms, in units of the elementary charge, are as follows: C -0.213; C -0.158; C -1.211; C -0.474; N 0.083; N -0.441; Cl 0.709; Cl 0.720; Cl 0.606; H 0.153; H 0.122; H 0.104



3.
Molecular formula: C3H7N2O3
Method: DFT, ωB97M-V with the def2-TZVPD basis set

The geometry in ORCA input format:
```
! wB97M-V def2-TZVPD RIJCOSX def2/J DEFGRID3
* xyz 1 1
C 1.389 -0.562 -0.204
C -0.447 1.375 0.385
C -0.212 0.303 -0.651
N 1.180 -1.822 -0.253
N 2.609 0.286 -0.048
O 2.351 1.362 -0.562
O 3.546 -0.152 0.540
O -1.082 -0.729 -0.622
H -0.393 1.019 1.375
H 0.321 2.122 0.226
H -1.371 1.799 0.318
H -0.064 0.557 -1.772
H 0.206 -2.148 -0.453
H 1.850 -2.614 -0.176
H -1.387 -0.925 0.208
*
```

Summary:
* LUMO energy: -0.2324 Ha
* energy above the lowest of the compared OMol25 structures with the same formula, charge and spin: 470.9 kJ/mol
* highest occupied orbital energy: -0.5823 hartree
* HOMO-LUMO gap: 9.5 eV
* SMILES string: C[C@H](O)C(=[NH2+])[N+](=O)[O-]

Formally, the Löwdin partial charges of the atoms, in units of the elementary charge, are as follows: C 0.042; C -0.007; C -0.232; N 0.282; N -0.325; O 0.138; O 0.191; O 0.025; H 0.092; H 0.091; H 0.071; H 0.196; H 0.162; H 0.192; H 0.084



4.
Molecular formula: C33H40N5O2Sn
Method: DFT, ωB97M-V with the def2-TZVPD basis set

The geometry in ORCA input format:
```
! wB97M-V def2-TZVPD RIJCOSX def2/J DEFGRID3
* xyz 3 1
Sn 0.430 -0.545 -1.418
C -1.215 -4.763 4.101
C -1.230 -3.876 2.886
C -2.250 -2.963 2.661
C -2.295 -2.175 1.500
C -3.479 -1.469 1.089
N -4.222 -0.718 1.835
C -3.832 -0.123 3.119
C -3.955 1.399 3.041
C -3.321 2.054 1.813
N -1.892 1.756 1.625
C -0.943 2.389 2.241
C 0.454 2.215 2.048
C 1.310 2.969 2.877
C 2.685 2.897 2.796
C 3.589 3.712 3.678
C 3.197 2.030 1.836
C 2.397 1.267 0.977
C 3.079 0.437 0.020
N 2.569 -0.293 -0.902
C 3.517 -0.984 -1.814
C 3.515 -2.489 -1.666
C 2.195 -3.100 -2.106
N 1.114 -2.629 -1.224
C 0.773 -3.410 -0.253
C -0.229 -3.186 0.760
C -0.254 -3.995 1.898
C -1.246 -2.228 0.555
O -1.262 -1.426 -0.464
C 0.994 1.343 1.063
O 0.184 0.641 0.302
H -1.967 -4.457 4.825
H -0.243 -4.735 4.593
H -1.418 -5.798 3.827
H -3.072 -2.918 3.368
H -3.809 -1.589 0.059
H -5.100 -0.396 1.440
H -2.807 -0.431 3.314
H -4.466 -0.513 3.915
H -3.522 1.808 3.957
H -5.006 1.696 3.054
H -3.441 3.134 1.882
H -3.820 1.748 0.894
H -1.595 1.080 0.921
H -1.259 3.130 2.972
H 0.860 3.629 3.612
H 3.045 4.131 4.522
H 4.028 4.539 3.119
H 4.405 3.106 4.069
H 4.275 1.939 1.743
H 4.169 0.466 0.077
H 4.513 -0.570 -1.657
H 3.214 -0.732 -2.832
H 3.729 -2.774 -0.633
H 4.316 -2.896 -2.285
H 2.242 -4.189 -2.086
H 1.955 -2.812 -3.133
H 1.310 -4.358 -0.182
H 0.518 -4.748 2.020
C 2.799 2.136 -2.809
N 1.609 1.359 -3.181
C 1.769 0.872 -4.565
C 0.444 2.251 -3.125
C -0.830 1.479 -3.333
C -1.861 2.021 -4.088
C -3.016 1.292 -4.333
C -3.146 0.005 -3.831
C -2.136 -0.533 -3.049
C -0.989 0.212 -2.783
H 2.920 3.002 -3.469
H 3.700 1.530 -2.897
H 2.701 2.504 -1.787
H 1.876 1.710 -5.262
H 0.902 0.285 -4.866
H 2.662 0.255 -4.647
H 0.534 3.035 -3.886
H 0.443 2.753 -2.151
H -1.746 3.010 -4.515
H -3.803 1.717 -4.941
H -4.023 -0.585 -4.063
H -2.239 -1.539 -2.664
*
```

Summary:
* LUMO energy: -0.3210 Ha
* highest occupied orbital energy: -0.6015 hartree
* HOMO-LUMO gap: 7.6 eV

Formally, the Löwdin partial charges of the atoms, in units of the elementary charge, are as follows: Sn 1.497; C -0.019; C -0.229; C 0.056; C -0.118; C 0.047; N 0.107; C -0.124; C -0.131; C -0.126; N 0.103; C 0.045; C -0.094; C 0.063; C -0.226; C -0.015; C 0.074; C -0.111; C -0.046; N -0.051; C -0.186; C -0.140; C -0.172; N -0.056; C -0.014; C -0.106; C 0.068; C -0.289; O -0.173; C -0.234; O -0.157; H 0.088; H 0.096; H 0.102; H 0.139; H 0.169; H 0.184; H 0.122; H 0.146; H 0.131; H 0.136; H 0.141; H 0.129; H 0.135; H 0.165; H 0.141; H 0.091; H 0.102; H 0.097; H 0.145; H 0.155; H 0.134; H 0.097; H 0.132; H 0.142; H 0.136; H 0.133; H 0.159; H 0.146; C -0.072; N -0.306; C -0.052; C -0.171; C -0.253; C -0.005; C -0.028; C -0.050; C -0.106; C -0.224; H 0.113; H 0.088; H 0.086; H 0.112; H 0.096; H 0.087; H 0.140; H 0.133; H 0.131; H 0.125; H 0.120; H 0.100



5.
Molecular formula: C18H32NO4S
Method: DFT, ωB97M-V with the def2-TZVPD basis set

The geometry in ORCA input format:
```
! wB97M-V def2-TZVPD RIJCOSX def2/J DEFGRID3
* xyz 1 1
C 2.296 -4.114 -0.313
C 1.556 -3.281 -0.755
C 0.723 -2.218 -1.165
N 1.076 -1.271 -1.967
C 2.381 -1.156 -2.589
C -0.033 -0.324 -2.185
C 0.270 1.088 -1.671
S 0.004 1.353 0.092
C -1.769 1.668 0.346
C -2.557 2.247 -0.838
C -1.284 -1.048 -1.690
C -2.249 -1.582 -2.765
C -3.737 -1.226 -2.526
C -4.716 -2.405 -2.401
O -5.027 -2.753 -1.071
C -3.943 -3.277 -0.350
C -0.686 -2.107 -0.717
H 3.053 -4.846 -0.144
H 3.093 -1.781 -2.060
H 2.739 -0.131 -2.558
H 2.328 -1.475 -3.628
H -0.164 -0.190 -3.265
H 1.335 1.274 -1.805
H -0.224 1.826 -2.294
H -2.272 0.775 0.715
H -1.813 2.388 1.159
H -2.193 1.933 -1.812
H -2.619 3.328 -0.773
H -3.583 1.887 -0.767
H -1.883 -0.395 -1.062
H -1.963 -1.134 -3.716
H -2.164 -2.666 -2.856
H -4.076 -0.629 -3.371
H -3.880 -0.610 -1.636
H -4.344 -3.280 -2.948
H -5.666 -2.111 -2.838
H -3.308 -3.894 -0.997
H -4.310 -3.862 0.486
H -3.315 -2.464 0.040
H -1.142 -3.096 -0.749
H -0.769 -1.775 0.318
C 4.470 3.826 5.890
C 4.333 4.350 4.477
O 4.494 3.302 3.502
C 3.440 2.517 3.326
O 2.371 2.612 3.871
O 3.762 1.586 2.419
C 2.726 0.636 2.181
H 5.415 3.294 6.008
H 4.442 4.652 6.600
H 3.664 3.136 6.132
H 5.123 5.063 4.257
H 3.377 4.850 4.325
H 1.788 1.131 1.936
H 2.592 -0.008 3.050
H 3.052 0.033 1.335
*
```

Summary:
* LUMO energy: -0.1655 Ha
* highest occupied orbital energy: -0.4404 hartree
* HOMO-LUMO gap: 7.5 eV

Formally, the Löwdin partial charges of the atoms, in units of the elementary charge, are as follows: C 0.234; C -0.009; C -0.169; N 0.005; C 0.047; C -0.257; C -0.404; S 0.936; C -0.504; C -0.129; C -0.235; C -0.122; C -0.144; C -0.220; O -0.168; C -0.102; C -0.039; H 0.070; H 0.100; H 0.102; H 0.120; H 0.156; H 0.070; H 0.086; H 0.060; H 0.073; H 0.049; H 0.081; H 0.077; H 0.092; H 0.111; H 0.113; H 0.115; H 0.110; H 0.125; H 0.126; H 0.086; H 0.098; H 0.077; H 0.123; H 0.142; C -0.062; C -0.203; O 0.043; C -0.610; O 0.125; O 0.004; C -0.072; H 0.083; H 0.083; H 0.076; H 0.124; H 0.124; H 0.010; H 0.103; H 0.084



Which formula does entry 4 have?
C33H40N5O2Sn



Among the records above, which one has the lowest HOMO-LUMO gap?
C18H32NO4S



Number 2 is which compound?
C4H3Cl3N2



Look up the HOMO-LUMO gap of the fourth one.
7.6 eV